{
  "formula": "C16H22N4O2S2",
  "method": "wB97M-V/def2-TZVPD",
  "symbols": ["C", "N", "C", "C", "N", "S", "O", "O", "C", "C", "N", "C", "N", "C", "H", "H", "H", "C", "C", "C", "C", "C", "S", "H", "H", "H", "H", "H", "C", "C", "H", "H", "H", "C", "C", "H", "H", "H", "H", "H", "H", "H", "H", "H", "H", "H"],
  "positions_angstrom": [[6.52180, 0.54240, -1.45291], [5.55922, -0.08404, -0.78020], [4.30786, 0.04597, -1.53629], [3.12279, -0.81051, -0.74175], [2.94852, -0.43255, 0.47315], [1.93093, 1.05507, 0.77045], [2.06461, 1.54187, 2.20912], [2.17594, 2.05223, -0.51476], [0.31752, 0.44691, 0.47586], [-0.37675, 0.55791, -0.55875], [-1.66950, 0.26710, -0.66611], [-2.20933, -0.59363, 0.20386], [-3.30408, -1.41760, -0.01521], [-3.98454, -1.89340, 1.16644], [-3.43270, -2.87486, 1.28788], [-4.26100, -1.40380, 2.14478], [-4.92865, -2.47854, 0.79260], [-4.15548, -0.87246, -0.96323], [-5.09015, 0.24705, -0.71464], [-6.57279, 0.03646, -0.63278], [-7.30926, 1.09431, -0.34174], [-6.56551, 2.16455, 0.38581], [-4.78941, 1.77356, 0.13308], [-6.78033, 3.05926, 0.84283], [-8.33808, 1.33385, -0.49177], [-6.92914, -0.85792, -1.18496], [-3.41452, -0.53443, -1.74870], [-4.53309, -1.53937, -1.54139], [-1.44792, -0.96165, 1.60084], [-0.08782, -0.39936, 1.68054], [0.49398, -0.38442, 2.44162], [-1.80321, -1.55256, 2.15894], [-0.03437, 1.25700, -1.34800], [4.16611, -0.32451, 1.30484], [5.20277, 0.49776, 0.52212], [6.23484, 0.74715, 1.08189], [4.93400, 1.62009, 0.24315], [4.00162, 0.31999, 2.54527], [4.50437, -1.18015, 1.51705], [1.98571, -0.55388, -1.11931], [3.40603, -1.91544, -0.46879], [4.15649, -0.47379, -2.23023], [3.71454, 0.94572, -1.66368], [7.35009, 0.32553, -0.94628], [6.48499, 0.06841, -2.55077], [6.43289, 1.53874, -1.76989]],
  "lumo_energy_ev": 0.1,
  "energy_ev": -48659.4585,
  "orbital_gap_ev": 8.471,
  "max_force_ev_per_a": 17.850,
  "relative_energy_kcal_mol": 352.4,
  "charge": 0,
  "homo_energy_ev": -8.4
}


{
  "formula": "C4H10Cl2SSi",
  "method": "wB97M-V/def2-TZVPD",
  "symbols": ["C", "C", "C", "C", "Si", "S", "Cl", "Cl", "H", "H", "H", "H", "H", "H", "H", "H", "H", "H"],
  "positions_angstrom": [[-2.38160, 1.43211, -1.31935], [3.28483, -1.96246, 0.62835], [-1.58614, 0.13845, -1.22461], [-1.54087, -0.45643, 0.22477], [2.58004, -0.31952, 0.04352], [-0.42102, -1.89939, 0.31246], [2.85279, 1.14756, 1.36587], [2.80670, 0.17905, -1.86680], [-2.62798, 1.66686, -2.40226], [-3.28806, 1.47963, -0.76195], [-1.85652, 2.40318, -0.93677], [4.36470, -2.11758, 0.27188], [3.38476, -2.10893, 1.65373], [2.61487, -2.91713, 0.23267], [-0.64599, 0.14797, -1.81014], [-2.27726, -0.66994, -1.81167], [-1.24369, 0.29841, 0.82493], [-2.61222, -0.82442, 0.52054]],
  "lumo_energy_ev": [-1.0, -1.4],
  "energy_ev": -48067.6855,
  "orbital_gap_ev": [7.083, 6.321],
  "max_force_ev_per_a": 4.250,
  "relative_energy_kcal_mol": 80.8,
  "charge": 0,
  "homo_energy_ev": [-8.1, -7.7]
}